# 1
Molecular formula: C8H14F6Ni2O8
Method: DFT, wB97M-V/def2-TZVPD

Values from the calculation:
Multiplicity: 5
Relative energy (zero: lowest compared OMol25 entry of this formula, charge and spin), eV: 0.000
Orbital gap (alpha / beta), eV: 7.196 / 7.115

Last column: Löwdin spin population.
Cartesian coordinates (Å):
Ni1 -4.10 0.60 -0.34  1.7345
Ni2 -1.84 -0.71 -0.06  1.8034
O1 -0.98 -2.38 -0.47  0.0341
H1 -0.54 -3.21 -0.40  0.0066
O2 -2.97 -0.09 -1.74  0.1277
H2 -3.18 -0.56 -2.53  0.0085
O3 -2.43 1.12 0.57  0.1090
H3 -2.27 1.50 1.42  0.0078
O4 -3.81 -1.05 0.68  0.1224
H4 -4.24 -1.81 1.03  0.0089
C1 -0.46 2.38 3.43  0.0003
C2 0.53 1.98 2.36  0.0007
O5 1.22 0.77 2.69  0.0012
C3 0.63 -0.35 2.37  0.0019
O6 -0.49 -0.49 1.97  0.0107
C4 1.61 -1.54 2.47  0.0000
F1 2.45 -1.41 3.50  0.0000
F2 0.94 -2.66 2.63  0.0000
F3 2.33 -1.63 1.35  0.0000
H5 -1.13 1.56 3.67  0.0001
H6 -1.02 3.29 3.21  0.0001
H7 0.03 2.58 4.39  0.0000
H8 1.26 2.76 2.13  0.0000
H9 0.00 1.84 1.41  0.0007
C5 2.79 -1.85 -3.21  0.0000
C6 1.86 -1.24 -2.18  0.0002
O7 1.34 0.00 -2.69  0.0027
C7 0.45 0.61 -1.97  0.0045
O8 0.02 0.19 -0.94  0.0132
C8 -0.05 1.91 -2.64  0.0001
F4 -0.38 2.80 -1.72  0.0000
F5 0.88 2.41 -3.45  0.0000
F6 -1.13 1.66 -3.38  0.0005
H10 2.25 -2.18 -4.10  0.0000
H11 3.29 -2.70 -2.74  0.0000
H12 3.59 -1.18 -3.53  0.0000
H13 2.46 -0.99 -1.30  0.0000
H14 1.06 -1.91 -1.87  0.0002

***

# 2
Molecular formula: C2H2NO2P2
Method: DFT, wB97M-V/def2-TZVPD

Values from the calculation:
Relative energy (zero: lowest compared OMol25 entry of this formula, charge and spin), eV: 1.359
Total charge: -1
Orbital gap, eV: 6.915

Last column: natural (NBO) charge in e.
Cartesian coordinates (Å):
C1 -0.09 -0.21 -0.31  -0.2596
C2 2.26 0.21 0.00  0.8496
N1 0.94 -0.38 0.37  -0.4284
O1 2.58 1.23 0.57  -0.7387
O2 2.81 -0.52 -0.83  -0.7434
P1 -2.90 0.44 0.10  -0.1421
P2 -1.53 -1.05 0.40  0.3531
H1 -0.19 0.44 -1.19  0.1569
H2 -3.87 -0.17 0.90  -0.0475

***

# 3
Molecular formula: C17H32N15O2Rh
Method: DFT, wB97M-V/def2-TZVPD

Values from the calculation:
Relative energy (zero: lowest compared OMol25 entry of this formula, charge and spin), eV: 0.840
Orbital gap, eV: 7.153

Last column: natural (NBO) charge in e.
Cartesian coordinates (Å):
Rh1 0.34 0.30 0.16  0.8812
N1 0.63 -2.50 -1.77  -0.5970
C1 -0.26 -2.54 -0.71  0.4459
N2 -0.98 -3.59 -0.38  -0.3679
N3 -1.71 -3.18 0.67  -0.0773
N4 -1.45 -1.95 0.96  -0.1478
N5 -0.52 -1.50 0.08  -0.3734
C2 1.09 -1.32 -2.30  0.4494
N6 1.67 -1.21 -3.48  -0.3671
N7 1.97 0.10 -3.58  -0.0828
N8 1.60 0.74 -2.53  -0.1775
N9 1.03 -0.15 -1.67  -0.3801
H1 0.64 -3.31 -2.37  0.4316
N10 -2.02 1.20 0.04  -0.8426
C3 -2.64 0.79 1.32  -0.2085
C4 -3.81 1.70 1.77  -0.3915
C5 -3.82 2.31 3.17  -0.4171
C6 -2.59 3.06 3.66  -0.2406
N11 -2.03 3.99 2.67  -0.5712
C7 -0.74 4.09 2.37  0.6735
N12 -0.31 5.17 1.69  -0.7953
N13 0.12 3.15 2.73  -0.7693
C8 -1.58 0.60 2.43  0.8247
O1 -1.96 0.32 3.55  -0.6450
O2 -0.35 0.86 2.10  -0.7827
H2 -2.11 2.20 -0.09  0.3594
H3 -2.53 0.76 -0.72  0.3883
H4 -3.02 -0.22 1.15  0.2698
H5 -4.74 1.13 1.70  0.2294
H6 -3.90 2.49 1.02  0.1842
H7 -3.99 1.53 3.91  0.2554
H8 -4.68 2.99 3.21  0.1983
H9 -1.81 2.35 3.94  0.2566
H10 -2.84 3.63 4.56  0.2044
H11 -2.64 4.71 2.32  0.3979
H12 -0.86 6.01 1.66  0.4051
H13 0.61 5.18 1.29  0.4223
H14 -0.15 2.14 2.68  0.4492
H15 1.08 3.30 2.45  0.3975
C9 0.69 4.62 -2.94  -0.6530
C10 1.14 3.92 -1.70  0.2126
C11 2.24 4.10 -0.89  -0.3684
C12 2.20 3.05 0.05  0.1905
N14 1.12 2.30 -0.15  -0.2891
N15 0.48 2.87 -1.20  -0.3236
C13 3.18 2.78 1.15  -0.6680
H16 1.33 5.47 -3.14  0.2348
H17 -0.34 4.96 -2.85  0.2226
H18 0.76 3.94 -3.79  0.2520
H19 3.00 4.85 -0.99  0.2357
H20 -0.24 2.33 -1.65  0.4290
H21 3.37 3.68 1.73  0.2157
H22 4.13 2.46 0.72  0.2559
H23 2.82 2.00 1.81  0.2376
C14 3.70 -2.24 1.45  -0.5973
C15 2.99 -1.34 0.44  -0.2577
C16 3.99 -0.39 -0.21  -0.6124
C17 1.87 -0.60 1.15  -0.4043
H24 4.51 -2.79 0.97  0.2069
H25 3.01 -2.97 1.88  0.2127
H26 4.13 -1.65 2.26  0.1930
H27 2.57 -1.98 -0.33  0.2089
H28 4.49 0.21 0.56  0.1809
H29 3.52 0.29 -0.92  0.2189
H30 4.77 -0.94 -0.73  0.2124
H31 2.28 0.18 1.79  0.1626
H32 1.31 -1.28 1.80  0.2018

***

# 4
Molecular formula: C17H26GeMoN4O4Se
Method: DFT, wB97M-V/def2-TZVPD

Values from the calculation:
Multiplicity: 3
Relative energy (zero: lowest compared OMol25 entry of this formula, charge and spin), eV: 1.234
Total charge: -2
Orbital gap (alpha / beta), eV: 4.659 / 5.744

Last column: Löwdin spin population.
Cartesian coordinates (Å):
Mo1 -0.63 -0.64 -0.96  0.5480
N1 -0.95 0.02 2.05  0.0027
C1 -0.74 -0.36 3.43  0.0004
C2 0.73 -0.26 3.87  0.0001
C3 1.67 -1.11 3.01  -0.0001
N2 2.06 -0.40 1.80  0.0025
H1 -0.63 0.96 1.86  0.0002
H2 -1.91 -0.07 1.77  0.0055
H3 -1.06 -1.41 3.52  0.0003
H4 -1.35 0.23 4.14  0.0000
H5 0.79 -0.58 4.92  0.0000
H6 1.05 0.79 3.82  0.0000
H7 1.13 -2.01 2.71  -0.0004
H8 2.54 -1.41 3.61  0.0000
H9 2.27 -1.05 1.05  0.0009
H10 2.84 0.22 1.94  0.0003
O1 0.98 3.01 -0.20  0.0779
C4 0.81 1.85 -0.57  0.0523
O2 -0.31 1.20 -0.40  0.0229
C5 1.86 1.04 -1.22  0.1777
C6 3.10 1.58 -1.54  0.0151
C7 4.05 0.78 -2.14  0.1885
C8 3.73 -0.58 -2.44  0.0236
C9 4.64 -1.43 -3.06  0.0493
C10 4.33 -2.76 -3.30  0.0522
C11 3.09 -3.25 -2.93  0.0361
C12 2.15 -2.42 -2.33  0.0562
C13 2.43 -1.07 -2.07  0.0215
N3 1.51 -0.26 -1.46  0.2062
H11 3.28 2.62 -1.31  -0.0047
H12 5.03 1.16 -2.40  0.0142
H13 5.60 -1.03 -3.36  0.0006
H14 5.07 -3.42 -3.76  0.0034
H15 2.84 -4.29 -3.11  0.0014
H16 1.19 -2.83 -2.05  0.0036
O3 -0.69 0.34 -2.95  0.0527
N4 -0.95 -0.76 -3.53  0.0090
O4 -0.96 -1.67 -2.64  -0.0094
Se1 -0.59 -2.72 0.16  0.0309
C14 -2.77 2.72 1.07  0.0111
Ge1 -3.19 1.68 -0.58  0.0418
C15 -5.21 1.64 -0.59  0.0004
C16 -2.69 2.98 -2.00  0.0067
C17 -2.56 -0.12 -0.81  0.2647
H17 -3.39 3.62 1.08  0.0015
H18 -1.72 3.02 1.05  0.0003
H19 -2.96 2.17 2.00  0.0000
H20 -5.65 2.61 -0.34  -0.0002
H21 -5.57 0.90 0.13  0.0003
H22 -5.57 1.35 -1.58  0.0004
H23 -3.22 3.93 -1.86  0.0006
H24 -2.92 2.59 -2.99  -0.0001
H25 -1.62 3.16 -1.95  0.0004
H26 -3.36 -0.75 -1.22  0.0305